Record 1
Below is a cluster of 2 separate species, C5H13O2S in total at a distorted geometry, with properties calculated with the ωB97M-V functional and the def2-TZVPD basis.

Output
Total charge: -1

Last column: Löwdin charge in e.
Cartesian coordinates (Å):
C 0.73 1.45 0.19  -0.501
O 1.06 1.23 1.49  -0.346
C 1.15 0.32 -0.77  -0.236
C 0.23 0.13 -1.99  -0.288
C -1.20 -0.28 -1.66  -0.515
S -1.32 -1.69 -0.52  0.777
C -1.67 -0.92 1.06  -0.419
H 1.17 2.39 -0.24  0.089
H -0.38 1.52 0.08  0.067
H 1.04 -0.61 -0.17  0.064
H 2.20 0.18 -1.06  0.098
H 0.26 1.05 -2.57  0.095
H 0.67 -0.65 -2.63  0.091
H -1.73 -0.63 -2.55  0.048
H -1.74 0.57 -1.26  0.065
H -1.25 0.09 1.07  0.017
H -1.16 -1.46 1.84  0.022
H -2.75 -0.84 1.30  0.030
H 1.45 -1.23 2.37  0.001
H 1.48 0.15 2.85  -0.010
O 1.76 -0.75 3.16  -0.150

---

Record 2
Below is a structure of composition C4H7IN at a distorted geometry, with properties calculated with the ωB97M-V functional and the def2-TZVPD basis.

Output
Total charge: +1
⟨S²⟩: 2.027
Multiplicity: 3

Last column: Löwdin charge in e.
Cartesian coordinates (Å):
C -2.26 0.97 0.27  -0.742
C 0.60 1.11 -0.03  0.133
C -0.05 -0.05 -0.70  -0.390
C -0.06 -1.30 0.14  -0.065
N -1.19 0.71 -0.25  -0.073
I -3.91 -0.09 0.06  1.322
H -2.34 1.73 1.14  0.113
H 0.87 0.96 1.01  0.097
H 0.95 1.99 -0.53  0.098
H 0.14 -0.26 -1.78  0.170
H -0.11 -1.00 1.25  0.117
H 0.81 -1.94 -0.12  0.095
H -0.95 -2.03 -0.22  0.124

---

Calculated values (kJ/mol) of energy relative to the best compared isomer or geometry (same formula, charge and spin) for the records, taken in order: 26.5 312.3.
Calculated values (a.u.) of total energy for the records, taken in order: -746.967770 -508.518564.